(1)
The molecule C3H6N2O2. Source: the Open Molecules 2025 dataset; level of theory: ωB97M-V/def2-TZVPD.

Geometry (Å):
C (-2.64177, -0.79739, -0.00426)
N (-1.79574, 0.16105, 0.09226)
O (-0.49505, -0.33376, -0.14502)
C (0.45693, 0.68575, -0.02944)
O (0.17098, 1.87092, -0.00628)
N (1.72177, 0.13531, -0.01178)
C (2.14454, -1.23445, 0.03262)
H (-2.23122, -1.81234, -0.13736)
H (-3.63861, -0.54133, 0.32561)
H (2.48107, 0.84751, 0.23954)
H (2.00027, -1.67338, 1.04951)
H (1.50351, -1.84289, -0.68112)
H (3.23708, -1.27296, -0.14264)

The value obtained for the lowest unoccupied orbital energy is 0.82 eV. As for the structure (SMILES): C=NOC(=O)NC. The value obtained for the HOMO energy is -9.767 eV. The relative energy (zero: lowest compared OMol25 entry of this formula, charge and spin) is 74.4 kcal/mol. The calculation puts the total energy at -377.84072 Ha.

(2)
A cluster of 2 separate species, C3H5NO in total. Source: the Open Molecules 2025 dataset; level of theory: ωB97M-V/def2-TZVPD.

Geometry (Å):
C (0.62412, 0.50046, -0.43803)
C (-0.02811, -0.69406, -0.60149)
C (-1.44276, -0.72095, -0.80999)
N (-2.59077, -0.71431, -0.98433)
H (0.10002, 1.45195, -0.47481)
H (1.70003, 0.57000, -0.56686)
H (0.53005, -1.57317, -0.90875)
O (0.78444, 0.51639, 1.58883)
H (0.08637, 1.11334, 1.90881)
H (0.34285, -0.33932, 1.26899)

The value obtained for the lowest unoccupied orbital energy is 0.59 eV. As for the structure (SMILES): C=CC#N.O. The value obtained for the HOMO energy is -9.383 eV. The relative energy (zero: lowest compared OMol25 entry of this formula, charge and spin) is 51.9 kcal/mol. The calculation puts the total energy at -247.22461 Ha.

(3)
A cluster of 3 separate species, C4H9NO in total. Source: the Open Molecules 2025 dataset; level of theory: ωB97M-V/def2-TZVPD.

Geometry (Å):
C (0.20444, 0.28065, 1.15873)
C (-1.03203, 1.00226, 1.57576)
N (-0.78922, -0.62767, -0.89313)
C (0.47143, -0.71905, -0.93295)
C (1.68502, -1.21278, -0.90256)
O (-1.40478, 0.50542, -1.36304)
H (-0.75886, 0.99409, -1.90635)
H (-0.18852, -1.25985, -2.62363)
H (1.07316, 0.89250, 0.93610)
H (0.42684, -0.64809, 1.66993)
H (2.33693, -1.04621, -0.05615)
H (2.04073, -1.76239, -1.76482)
H (-0.88007, 1.47322, 2.55925)
H (-1.29916, 1.79801, 0.87886)
H (-1.88591, 0.32989, 1.66401)

The value obtained for the lowest unoccupied orbital energy (spin up / spin down) is 0.51 / -0.28 eV. The value obtained for the HOMO energy (spin up / spin down) is -8.375 / -7.424 eV. The relative energy (zero: lowest compared OMol25 entry of this formula, charge and spin) is 223.6 kcal/mol. The calculation puts the total energy at -287.47610 Ha.

(4)
The molecule C22H24O5S. Source: the Open Molecules 2025 dataset; level of theory: ωB97M-V/def2-TZVPD.

Geometry (Å):
C (0.71431, 4.12726, -4.48183)
C (0.52607, 2.73443, -3.89170)
C (-0.14639, 1.79226, -4.88895)
C (-0.42952, 0.39091, -4.33140)
C (0.63710, -0.65496, -4.66267)
C (1.98384, -0.44025, -3.96748)
C (1.90471, -0.37542, -2.46732)
C (1.10431, -1.21973, -1.73255)
C (1.04044, -1.15448, -0.33507)
C (0.23979, -2.01669, 0.47152)
C (0.24800, -1.87968, 1.81159)
S (-0.67999, -3.03819, 2.84214)
O (0.26637, -3.92946, 3.45268)
O (-1.67504, -3.61554, 1.97297)
C (-1.48312, -2.03611, 4.08023)
C (-1.04923, -2.07620, 5.38991)
C (-1.67297, -1.27399, 6.32611)
C (-2.72090, -0.43326, 5.95852)
C (-3.37585, 0.43737, 6.98609)
C (-3.13844, -0.41382, 4.63245)
C (-2.52001, -1.21475, 3.68807)
C (1.03394, -0.86977, 2.48560)
O (1.04974, -0.67209, 3.67394)
O (1.79995, -0.06552, 1.68199)
C (1.81957, -0.19713, 0.33649)
C (2.64543, 0.65321, -0.38780)
C (2.69512, 0.56522, -1.76983)
O (3.50137, 1.37890, -2.48819)
H (1.34531, 4.08387, -5.36705)
H (1.18382, 4.79060, -3.75892)
H (-0.24417, 4.55575, -4.76739)
H (-0.09141, 2.80285, -2.99243)
H (1.49715, 2.34020, -3.59770)
H (0.47346, 1.71105, -5.78438)
H (-1.09168, 2.24852, -5.19277)
H (-0.55829, 0.44920, -3.24872)
H (-1.37210, 0.03270, -4.75158)
H (0.80998, -0.65509, -5.74114)
H (0.24760, -1.64095, -4.40208)
H (2.64843, -1.26593, -4.24064)
H (2.44512, 0.47582, -4.33335)
H (0.50179, -1.96273, -2.23012)
H (-0.37482, -2.78405, 0.02301)
H (-0.23067, -2.72869, 5.64599)
H (-1.34404, -1.29214, 7.35462)
H (-3.71550, -0.16067, 7.82994)
H (-2.66317, 1.16919, 7.36433)
H (-4.22705, 0.96709, 6.56692)
H (-3.95158, 0.23314, 4.33669)
H (-2.83814, -1.22099, 2.65680)
H (3.24477, 1.37691, 0.14494)
H (3.98659, 1.97182, -1.90052)

The value obtained for the lowest unoccupied orbital energy is -0.37 eV. As for the structure (SMILES): CCCCCCc1cc2cc(S(=O)(=O)c3ccc(C)cc3)c(=O)oc2cc1O. The value obtained for the HOMO energy is -8.752 eV. The relative energy (zero: lowest compared OMol25 entry of this formula, charge and spin) is 2.0 kcal/mol. The calculation puts the total energy at -1627.12260 Ha.

The records above give, respectively, molecular weight values of 102.09 71.08 87.12 400.50 u.